1.
{"formula": "H17O8", "method": "ωB97M-V/def2-TZVPD", "elements": ["O", "H", "H", "H", "O", "H", "H", "O", "H", "H", "O", "H", "H", "O", "H", "H", "O", "H", "H", "O", "H", "H", "O", "H", "H"], "xyz": [[-0.569, -0.709, -0.442], [0.347, -0.532, -0.224], [-0.778, -0.385, -1.390], [-1.321, -0.646, 0.214], [1.310, -3.154, 0.780], [2.126, -2.730, 0.863], [1.441, -4.056, 1.186], [-2.835, 0.980, -0.980], [-3.786, 1.126, -0.870], [-2.558, 1.649, -1.624], [2.155, -0.146, -0.292], [1.972, 0.582, 0.309], [2.985, -0.468, 0.032], [0.021, 0.389, -2.889], [0.893, 0.812, -3.056], [-0.688, 1.051, -2.961], [1.060, 2.353, -0.263], [1.509, 2.164, -1.100], [1.217, 3.251, -0.002], [-2.420, -0.317, 1.659], [-3.212, -0.087, 1.120], [-2.020, 0.560, 1.781], [0.892, -0.426, 2.373], [1.807, -0.644, 2.593], [0.450, -0.623, 3.172]], "gap_ev": 10.982, "charge": 1}

***

2.
{"formula": "C40H33BiBrN12O2S", "method": "ωB97M-V/def2-TZVPD", "elements": ["Bi", "C", "C", "N", "C", "C", "N", "C", "C", "C", "C", "C", "N", "C", "C", "N", "C", "C", "N", "C", "C", "C", "N", "C", "C", "H", "H", "H", "H", "H", "H", "H", "H", "H", "H", "H", "H", "C", "C", "N", "N", "C", "N", "S", "C", "C", "C", "C", "C", "N", "H", "H", "H", "H", "H", "H", "H", "H", "H", "H", "C", "O", "C", "C", "C", "Br", "C", "C", "C", "O", "C", "N", "C", "C", "C", "C", "C", "C", "N", "H", "H", "H", "H", "H", "H", "H", "H", "H", "H", "H"], "xyz": [[3.365, -12.488, 19.089], [7.277, -10.710, 16.444], [6.271, -11.658, 16.704], [4.979, -11.318, 16.926], [4.723, -10.009, 17.055], [5.793, -9.079, 16.942], [7.018, -9.395, 16.562], [3.393, -9.500, 17.303], [3.078, -8.178, 16.972], [1.893, -7.583, 17.379], [0.991, -8.415, 18.054], [1.287, -9.775, 18.254], [2.497, -10.308, 17.951], [0.281, -10.668, 18.840], [-1.106, -10.267, 19.028], [-1.965, -10.977, 19.733], [-1.526, -12.163, 20.184], [-0.212, -12.598, 19.995], [0.668, -11.893, 19.300], [1.671, -6.154, 17.265], [0.765, -5.501, 18.080], [0.537, -4.148, 17.899], [1.192, -3.432, 16.989], [2.116, -4.016, 16.247], [2.385, -5.407, 16.312], [8.291, -10.994, 16.124], [6.481, -12.746, 16.637], [5.614, -8.015, 17.046], [3.746, -7.591, 16.327], [0.078, -8.014, 18.486], [-1.482, -9.307, 18.643], [-2.277, -12.761, 20.676], [0.090, -13.585, 20.327], [0.298, -6.044, 18.903], [-0.234, -3.616, 18.466], [2.577, -3.376, 15.486], [3.122, -5.813, 15.610], [1.779, -16.865, 19.269], [2.129, -15.448, 19.571], [2.166, -14.449, 18.668], [2.310, -14.854, 17.314], [3.562, -14.978, 16.795], [3.635, -15.244, 15.489], [4.898, -14.785, 17.882], [2.362, -15.052, 20.949], [2.263, -15.930, 22.030], [2.573, -15.464, 23.330], [2.930, -14.130, 23.504], [3.140, -13.330, 22.373], [2.866, -13.772, 21.137], [1.700, -17.045, 18.191], [2.557, -17.547, 19.661], [0.841, -17.156, 19.756], [1.520, -14.738, 16.680], [2.811, -15.475, 14.964], [4.532, -15.307, 15.004], [1.935, -16.958, 21.893], [2.553, -16.147, 24.183], [3.084, -13.675, 24.505], [3.523, -12.312, 22.440], [3.664, -8.664, 20.737], [4.493, -9.846, 20.613], [5.566, -9.930, 21.444], [6.081, -8.813, 22.119], [6.961, -9.014, 23.214], [7.537, -7.531, 24.243], [7.377, -10.305, 23.526], [7.011, -11.387, 22.703], [6.175, -11.192, 21.608], [5.867, -12.229, 20.778], [7.451, -12.710, 23.102], [7.548, -13.059, 24.366], [7.762, -14.415, 24.405], [7.975, -15.260, 25.507], [8.384, -16.580, 25.263], [8.477, -17.038, 23.976], [8.155, -16.240, 22.852], [7.829, -14.928, 23.094], [7.556, -13.806, 22.213], [3.460, -8.396, 21.793], [2.711, -8.882, 20.253], [4.158, -7.822, 20.208], [5.740, -7.794, 21.858], [8.005, -10.468, 24.414], [6.415, -13.009, 21.103], [7.848, -14.819, 26.487], [8.600, -17.267, 26.073], [8.752, -18.072, 23.772], [8.184, -16.636, 21.828], [8.160, -13.725, 21.401]], "gap_ev": 4.148, "charge": 3}

***

3.
{"formula": "C2H3Cl2N", "method": "ωB97M-V/def2-TZVPD", "elements": ["C", "C", "N", "Cl", "Cl", "H", "H", "H"], "xyz": [[-0.428, -0.277, -0.277], [0.340, 0.962, -0.262], [-1.048, 1.036, -0.353], [1.254, 1.448, -2.085], [-1.920, 1.638, 1.019], [-0.522, -0.847, -1.191], [-0.488, -0.858, 0.636], [0.976, 1.368, 0.500]], "gap_ev": 9.990, "smiles": "Cl[C@@H]1CN1Cl"}

***

The records above give, respectively, DFT total energy values of -611.8559; -5537.5313; -1053.0436 Eh.
The records above give, respectively, F_max values of 3.11; 2.22; 3.17 eV/Å.
The records above give, respectively, ΔE to the lowest compared entry with this formula, charge and spin values of 1.5085; 0.7945; 2.1612 eV.